A) Molecular formula: C5H11NO2
Method: DFT, wB97M-V/def2-TZVPD

## Properties
**HOMO**: -0.3279 Ha
**SMILES**: CCCNCC(=O)O
**Gap between HOMO and LUMO**: 9.70 eV

```
19
C5H11NO2 | OMol25 | wB97M-V/def2-TZVPD
C -2.25341 0.62591 2.26911
C -1.56122 1.70745 1.43699
C -0.13098 1.41153 1.01647
N -0.07636 0.42942 -0.07021
C 1.28657 -0.08822 -0.25829
C 1.18508 -1.05062 -1.41234
O 1.71751 -1.02032 -2.48668
O 0.29867 -2.02596 -1.08931
H -3.31987 0.74344 2.13388
H -1.84510 0.54928 3.29040
H -1.90201 -0.38900 2.03211
H -1.52373 2.59374 2.07846
H -2.21852 1.88360 0.58512
H 0.36043 2.36501 0.78800
H 0.54489 0.98822 1.78172
H -0.77814 -0.30206 -0.03394
H 1.93881 0.76121 -0.44500
H 1.67529 -0.53096 0.67042
H 0.21598 -2.63544 -1.80319
```

---

B) Molecular formula: C5H11NO2
Method: DFT, wB97M-V/def2-TZVPD

## Properties
**HOMO**: -0.3523 Ha
**SMILES**: NC(=O)CO.C=CC
**Gap between HOMO and LUMO**: 10.31 eV

```
19
C5H11NO2 | OMol25 | wB97M-V/def2-TZVPD
N 1.64544 -1.49029 0.33892
C 1.17953 -1.84946 1.55253
O 1.71896 -2.65324 2.27888
C -0.07713 -1.08358 1.97748
O -0.64031 -0.28998 0.96522
H 1.17196 -0.76935 -0.18384
H 2.50737 -1.88096 -0.00539
H -0.78509 -1.79753 2.41467
H 0.21811 -0.39554 2.77756
H -1.15594 -0.79679 0.27868
C -1.72508 0.64587 -1.71430
C -1.06989 1.61777 -1.08680
C 0.38521 1.90282 -1.24533
H -2.79956 0.57523 -1.66649
H -1.26020 0.08437 -2.51165
H -1.57743 2.21726 -0.34224
H 0.83344 1.25779 -1.99904
H 0.53125 2.94520 -1.53315
H 0.89937 1.76040 -0.29573
```

---

C) Molecular formula: C5H11NO2
Method: DFT, wB97M-V/def2-TZVPD

## Properties
**HOMO**: -0.3272 Ha
**SMILES**: CN1[C@@H](O)OC1(C)C
**Gap between HOMO and LUMO**: 9.77 eV

```
19
C5H11NO2 | OMol25 | wB97M-V/def2-TZVPD
C -0.19929 -0.89240 1.74429
N 0.11800 -0.74148 0.34408
C 1.55043 -0.60344 -0.04925
O 2.06610 -1.68779 -0.72437
O 1.34511 0.53654 -0.81481
C -0.21378 0.42824 -0.40135
C -0.99126 0.16176 -1.67092
C -0.70239 1.64379 0.35500
H 0.26855 -0.12797 2.37836
H -1.27982 -0.85751 1.87356
H 0.16171 -1.86953 2.06184
H 2.19687 -0.45274 0.83300
H 1.70578 -1.67134 -1.62136
H -0.62069 -0.73735 -2.15339
H -2.04415 0.03876 -1.41538
H -0.88560 1.00453 -2.34885
H -0.77712 2.48714 -0.32637
H -1.68732 1.44951 0.77829
H -0.01114 1.89129 1.15766
```

---

Stability, highest: A)

---

A) Molecular formula: C5H11NO2
Method: DFT, wB97M-V/def2-TZVPD

## Properties
**HOMO**: -0.3029 Ha
**SMILES**: C=C(C)N.CC(=O)O
**Gap between HOMO and LUMO**: 8.87 eV

```
19
C5H11NO2 | OMol25 | wB97M-V/def2-TZVPD
C 0.05439 -1.65297 1.51086
C 1.07817 -1.13582 0.78461
C 1.97376 -2.04265 -0.04055
N 1.29914 0.21937 0.52030
H -0.61987 -0.99506 2.07416
H -0.19039 -2.71380 1.48682
H 3.07856 -1.92914 0.13070
H 1.86249 -1.81117 -1.08569
H 1.69649 -3.13817 0.03418
H 1.24512 0.38546 -0.45555
H 0.63590 0.85522 1.00175
C -2.30819 1.23298 -0.69301
C -0.96228 1.81942 -0.99079
O -0.13223 1.41604 -1.79404
O -0.81012 2.98367 -0.25875
H -2.99907 1.98089 -0.50572
H -2.35373 0.60663 0.21378
H -2.65869 0.58107 -1.53259
H 0.11057 3.33804 -0.40048
```

---

B) Molecular formula: C5H11NO2
Method: DFT, wB97M-V/def2-TZVPD

## Properties
**HOMO**: -0.3093 Ha
**Gap between HOMO and LUMO**: 8.49 eV

```
19
C5H11NO2 | OMol25 | wB97M-V/def2-TZVPD
C -0.59095 0.46227 -0.88664
C 0.84397 -0.00914 -1.04498
C -1.22083 -0.21652 0.36088
C 1.38482 0.41495 1.64083
C -0.24725 -0.76336 1.40367
N -1.41114 0.12117 -2.04982
O 1.01463 -1.36267 -0.96207
O -0.54859 -1.44769 2.33005
H 0.65755 -1.64386 -0.05747
H -0.54466 1.54967 -0.70492
H -0.99978 0.49482 -2.89832
H -2.34227 0.51708 -1.95722
H 1.40530 0.43524 -1.86651
H 1.35038 0.37333 0.04739
H -1.89139 0.47008 0.88212
H -1.79244 -1.08203 0.01339
H 2.06575 -0.40931 1.82433
H 0.97592 0.76290 2.58759
H 1.89097 1.33306 1.33770
```

---

Stability, highest: A)